{
  "formula": "C28H42BeBr2Cl6KMgN5O15P2S3",
  "method": "ωB97M-V/def2-TZVPD",
  "species": ["C", "C", "Br", "C", "Br", "N", "C", "N", "P", "O", "P", "C", "O", "N", "C", "C", "C", "O", "N", "C", "S", "C", "C", "C", "C", "N", "C", "H", "H", "H", "H", "H", "H", "H", "H", "H", "H", "H", "H", "H", "H", "H", "H", "H", "H", "C", "O", "O", "O", "Cl", "C", "C", "Cl", "H", "H", "H", "H", "O", "C", "O", "C", "C", "C", "H", "H", "H", "H", "H", "H", "C", "Cl", "Cl", "Cl", "Cl", "K", "C", "O", "O", "O", "Mg", "Be", "O", "S", "O", "O", "C", "C", "C", "H", "H", "H", "H", "H", "H", "H", "H", "C", "S", "O", "C", "H", "H", "H", "H", "H", "H"],
  "coordinates": [[2.68, -5.16, 3.17], [1.98, -3.74, 3.48], [2.16, -3.10, 5.33], [1.32, -3.05, 2.50], [1.25, -3.99, 0.77], [0.70, -1.77, 2.74], [-0.11, -1.28, 1.63], [0.49, -0.45, 0.65], [0.47, -1.10, -0.98], [-0.08, -0.17, -2.02], [-0.13, 1.24, 0.61], [-1.00, 1.75, 2.18], [1.28, 2.21, 0.60], [-1.38, -1.61, 1.66], [-2.01, -2.43, 2.71], [-2.55, -1.41, 3.90], [-3.56, -2.11, 4.98], [-3.98, -1.12, 3.88], [-2.24, -1.13, 0.65], [-2.56, -2.06, -0.14], [-2.73, -3.06, -1.35], [1.66, -0.72, 3.09], [3.01, -0.57, 2.49], [3.80, 0.58, 2.94], [3.20, 1.46, 3.94], [1.99, 1.32, 4.54], [1.27, 0.26, 4.11], [3.32, -5.12, 2.25], [1.94, -6.00, 3.08], [3.37, -5.43, 4.03], [-0.16, -2.38, -1.08], [1.84, -1.32, -1.32], [-1.20, 0.93, 2.92], [-0.36, 2.51, 2.71], [-1.93, 2.31, 1.88], [1.98, 1.61, 0.29], [-2.98, -2.89, 2.41], [-1.34, -3.16, 3.21], [-1.82, -0.61, 4.29], [-3.12, -1.62, 5.88], [-3.33, -3.14, 4.63], [3.37, -1.30, 1.73], [4.81, 0.81, 2.54], [3.81, 2.35, 4.25], [0.25, 0.12, 4.57], [-2.65, -6.75, -0.32], [-2.09, -6.84, -1.41], [-2.31, -5.96, 0.60], [-3.64, -7.43, 0.04], [-4.35, 1.80, 2.54], [-5.41, 2.98, 1.72], [-5.39, 2.74, 0.23], [-3.80, 3.14, -0.48], [-5.08, 3.98, 1.98], [-6.41, 2.84, 2.11], [-6.13, 3.37, -0.26], [-5.61, 1.70, -0.01], [-4.30, 1.61, -6.49], [-3.65, 1.60, -5.48], [-3.09, 0.48, -4.95], [-2.47, 0.81, -3.67], [-2.23, 2.30, -3.73], [-3.38, 2.79, -4.59], [-3.17, 0.54, -2.87], [-1.55, 0.25, -3.55], [-2.19, 2.77, -2.74], [-1.28, 2.50, -4.23], [-4.27, 3.00, -4.00], [-3.10, 3.66, -5.18], [-4.77, 6.09, -6.60], [-5.26, 7.58, -7.42], [-5.98, 5.64, -5.39], [-4.65, 4.76, -7.80], [-3.20, 6.33, -5.83], [-6.18, 3.96, -9.23], [-4.83, 5.96, -2.04], [-4.30, 5.11, -2.75], [-4.31, 7.04, -1.70], [-5.98, 5.88, -1.55], [0.20, -5.12, 4.11], [-2.95, -1.59, -4.11], [8.82, -2.70, 3.60], [7.80, -1.78, 4.01], [6.72, -1.42, 3.13], [8.49, -0.45, 4.56], [9.44, 0.22, 3.73], [8.77, 1.05, 2.65], [7.11, -2.33, 5.54], [10.15, -0.49, 3.30], [10.01, 0.89, 4.39], [8.27, 0.41, 1.92], [9.50, 1.66, 2.12], [8.01, 1.70, 3.08], [7.92, -2.55, 6.23], [6.53, -3.23, 5.35], [6.47, -1.55, 5.93], [1.10, 0.01, -7.98], [-0.38, 0.30, -6.99], [0.03, 1.08, -5.79], [-0.60, -1.41, -6.46], [1.43, 0.96, -8.38], [1.88, -0.43, -7.36], [0.85, -0.67, -8.80], [0.29, -1.76, -5.94], [-0.79, -2.04, -7.34], [-1.46, -1.45, -5.79]],
  "lowdin_charge": [-0.212, -0.847, 0.763, -0.678, 0.861, -0.014, -0.369, -0.319, 0.646, -0.446, 0.938, -0.266, -0.299, -0.026, -0.038, -0.241, 0.023, -0.121, 0.084, -0.678, 0.765, -0.245, 0.021, -0.010, -0.104, 0.079, -0.113, 0.077, 0.005, 0.090, -0.048, 0.037, 0.003, 0.067, -0.023, 0.042, 0.150, 0.024, 0.125, 0.122, 0.101, 0.123, 0.108, 0.122, 0.109, -0.954, 0.169, 0.133, 0.243, 0.616, -0.626, -0.625, 0.625, 0.077, 0.083, 0.068, 0.072, 0.097, -0.453, -0.154, -0.255, -0.138, -0.085, 0.101, 0.052, 0.084, 0.115, 0.117, 0.079, -1.947, 0.596, 0.614, 0.420, 0.615, 0.807, -0.941, 0.133, 0.342, 0.305, 0.671, 0.566, -0.262, 0.581, -0.308, -0.262, -0.252, -0.075, -0.119, 0.120, 0.127, 0.068, 0.085, 0.080, 0.080, 0.070, 0.073, -0.259, 0.811, -0.539, -0.266, 0.054, 0.062, 0.058, 0.068, 0.065, -0.069],
  "charge": 2,
  "e_homo_ha": -0.3679,
  "e_lumo_ev": -8.9,
  "gap_ev": 1.1302,
  "e_tot_ev": -356318.254
}

***

{
  "formula": "C72H156F6NO7P4",
  "method": "ωB97M-V/def2-TZVPD",
  "species": ["C", "C", "C", "C", "P", "C", "C", "C", "C", "C", "C", "C", "C", "C", "C", "C", "C", "H", "H", "H", "H", "H", "H", "H", "H", "H", "H", "H", "H", "H", "H", "H", "H", "H", "H", "H", "H", "H", "H", "H", "H", "H", "H", "H", "H", "H", "H", "H", "H", "H", "H", "H", "H", "C", "C", "C", "C", "P", "C", "C", "C", "C", "C", "C", "C", "C", "C", "C", "C", "C", "H", "H", "H", "H", "H", "H", "H", "H", "H", "H", "H", "H", "H", "H", "H", "H", "H", "H", "H", "H", "H", "H", "H", "H", "H", "H", "H", "H", "H", "H", "H", "H", "H", "H", "H", "H", "C", "C", "C", "C", "P", "C", "C", "C", "C", "C", "C", "C", "C", "C", "C", "C", "C", "H", "H", "H", "H", "H", "H", "H", "H", "H", "H", "H", "H", "H", "H", "H", "H", "H", "H", "H", "H", "H", "H", "H", "H", "H", "H", "H", "H", "H", "H", "H", "H", "H", "H", "H", "H", "C", "C", "C", "C", "P", "C", "C", "C", "C", "C", "C", "C", "C", "C", "C", "C", "C", "H", "H", "H", "H", "H", "H", "H", "H", "H", "H", "H", "H", "H", "H", "H", "H", "H", "H", "H", "H", "H", "H", "H", "H", "H", "H", "H", "H", "H", "H", "H", "H", "H", "H", "H", "H", "C", "O", "O", "C", "F", "F", "F", "C", "C", "H", "H", "H", "H", "H", "H", "C", "O", "O", "C", "F", "F", "F", "C", "C", "H", "H", "H", "H", "H", "H", "N", "O", "O", "O"],
  "coordinates": [[-0.77, -3.66, -2.63], [-1.79, -2.87, -1.75], [-2.70, -3.73, -0.89], [-2.06, -4.29, 0.36], [-2.77, -5.89, 1.12], [-2.65, -7.19, -0.15], [-1.41, -7.54, -0.85], [-1.50, -8.66, -1.91], [-0.21, -9.45, -2.09], [-4.54, -5.89, 1.69], [-5.51, -5.32, 0.59], [-6.95, -5.18, 0.98], [-7.66, -6.57, 1.23], [-1.50, -6.38, 2.32], [-1.84, -7.62, 3.19], [-0.74, -7.78, 4.25], [-1.15, -7.00, 5.53], [-0.98, -4.58, -3.18], [0.10, -3.85, -2.00], [-0.43, -2.96, -3.39], [-2.37, -2.23, -2.42], [-1.21, -2.14, -1.19], [-3.25, -4.55, -1.35], [-3.39, -2.98, -0.53], [-2.26, -3.52, 1.11], [-0.98, -4.44, 0.31], [-3.49, -6.95, -0.80], [-3.03, -8.09, 0.33], [-0.75, -7.86, -0.05], [-1.01, -6.58, -1.17], [-1.79, -8.09, -2.79], [-2.36, -9.33, -1.90], [0.08, -10.07, -1.24], [0.64, -8.80, -2.24], [-0.33, -10.00, -3.02], [-4.49, -5.26, 2.58], [-4.75, -6.92, 1.97], [-5.48, -6.04, -0.23], [-5.04, -4.40, 0.22], [-7.56, -4.54, 0.34], [-6.89, -4.68, 1.95], [-8.63, -6.36, 1.68], [-6.99, -7.26, 1.75], [-7.80, -7.07, 0.28], [-1.36, -5.49, 2.93], [-0.53, -6.48, 1.84], [-1.88, -8.40, 2.42], [-2.78, -7.43, 3.70], [0.22, -7.41, 3.92], [-0.67, -8.86, 4.42], [-0.28, -7.16, 6.17], [-2.02, -7.42, 6.02], [-1.25, -5.95, 5.24], [5.45, 0.86, 2.25], [4.23, 0.48, 1.32], [2.88, 0.33, 2.04], [2.76, -0.72, 3.11], [1.11, -1.41, 3.45], [-0.18, -0.03, 3.56], [0.22, 1.09, 4.54], [-0.52, 2.39, 4.44], [-0.11, 3.32, 5.49], [0.72, -2.63, 2.15], [1.46, -3.99, 2.25], [2.93, -4.07, 1.69], [3.07, -3.83, 0.22], [1.35, -2.12, 5.04], [0.11, -2.61, 5.81], [0.42, -3.28, 7.11], [0.79, -2.37, 8.24], [6.43, 0.46, 2.01], [5.23, 0.52, 3.26], [5.57, 1.92, 2.49], [4.46, -0.46, 0.82], [4.12, 1.33, 0.64], [2.14, 0.01, 1.30], [2.62, 1.30, 2.48], [3.05, -0.28, 4.06], [3.44, -1.56, 2.95], [-1.05, -0.54, 3.97], [-0.37, 0.32, 2.55], [1.30, 1.22, 4.48], [0.09, 0.68, 5.55], [-1.57, 2.14, 4.53], [-0.33, 2.78, 3.44], [-0.72, 4.22, 5.58], [0.93, 3.66, 5.43], [-0.29, 2.92, 6.49], [0.99, -2.14, 1.21], [-0.35, -2.79, 2.08], [0.87, -4.64, 1.60], [1.46, -4.38, 3.27], [3.19, -5.13, 1.76], [3.65, -3.45, 2.22], [2.43, -4.50, -0.36], [4.08, -4.10, -0.12], [2.85, -2.83, -0.14], [1.84, -1.27, 5.52], [2.09, -2.92, 5.01], [-0.22, -3.44, 5.19], [-0.69, -1.88, 5.89], [1.16, -4.08, 7.06], [-0.55, -3.75, 7.33], [1.77, -1.94, 7.99], [0.87, -2.93, 9.17], [0.16, -1.48, 8.29], [-0.99, 5.37, -8.25], [-0.30, 4.04, -8.20], [0.05, 3.58, -6.86], [0.71, 2.14, -6.99], [1.20, 1.21, -5.48], [2.70, 0.06, -5.65], [3.26, -0.33, -4.27], [4.51, -1.22, -4.33], [4.90, -1.91, -3.03], [1.51, 2.50, -4.18], [2.74, 3.32, -4.58], [3.02, 4.33, -3.38], [4.16, 5.27, -3.83], [-0.22, 0.12, -4.95], [-1.60, 0.81, -4.94], [-2.77, -0.20, -4.85], [-4.15, 0.46, -4.58], [-2.01, 5.36, -7.88], [-1.00, 5.70, -9.29], [-0.41, 6.14, -7.72], [0.59, 4.02, -8.82], [-0.89, 3.28, -8.72], [-0.92, 3.63, -6.36], [0.75, 4.27, -6.40], [1.67, 2.17, -7.50], [0.12, 1.44, -7.58], [3.49, 0.49, -6.26], [2.31, -0.81, -6.18], [2.51, -0.80, -3.63], [3.40, 0.62, -3.75], [5.26, -0.53, -4.71], [4.32, -2.00, -5.07], [4.04, -2.21, -2.44], [5.50, -1.25, -2.40], [5.55, -2.75, -3.28], [1.56, 2.01, -3.21], [0.65, 3.17, -4.13], [2.56, 3.79, -5.54], [3.68, 2.81, -4.79], [3.30, 3.74, -2.51], [2.15, 4.92, -3.09], [4.30, 5.48, -4.89], [5.14, 4.85, -3.60], [4.08, 6.25, -3.36], [-0.08, -0.32, -3.96], [-0.36, -0.66, -5.70], [-1.85, 1.33, -5.87], [-1.58, 1.60, -4.20], [-2.57, -0.87, -4.02], [-2.86, -0.90, -5.68], [-4.09, 1.14, -3.72], [-4.79, -0.40, -4.37], [-4.50, 1.03, -5.44], [-2.00, 6.11, -4.00], [-2.81, 4.94, -3.48], [-2.82, 5.09, -1.97], [-1.50, 4.83, -1.24], [-1.63, 5.36, 0.46], [-1.90, 7.22, 0.61], [-1.25, 8.11, -0.45], [-1.64, 9.58, -0.36], [-1.37, 10.43, -1.63], [-0.07, 4.82, 1.16], [1.20, 5.58, 0.65], [2.56, 4.80, 0.86], [3.06, 4.86, 2.26], [-2.93, 4.40, 1.26], [-2.77, 2.85, 1.23], [-3.46, 2.07, 0.06], [-3.41, 0.54, 0.29], [-2.14, 6.24, -5.07], [-0.94, 6.04, -3.76], [-2.39, 7.02, -3.55], [-2.41, 3.97, -3.76], [-3.82, 5.03, -3.87], [-3.61, 4.49, -1.52], [-3.10, 6.14, -1.87], [-0.68, 5.29, -1.79], [-1.27, 3.76, -1.24], [-1.52, 7.55, 1.58], [-2.97, 7.42, 0.61], [-1.35, 7.70, -1.46], [-0.17, 7.97, -0.32], [-1.10, 10.01, 0.48], [-2.70, 9.67, -0.11], [-0.29, 10.49, -1.74], [-1.76, 11.44, -1.52], [-1.87, 10.08, -2.53], [0.13, 3.76, 0.98], [-0.23, 4.82, 2.23], [1.21, 6.60, 1.05], [1.10, 5.57, -0.43], [3.40, 5.13, 0.26], [2.54, 3.73, 0.62], [4.01, 4.36, 2.46], [2.50, 4.32, 3.02], [3.14, 5.92, 2.54], [-3.90, 4.76, 0.93], [-2.79, 4.77, 2.27], [-3.00, 2.46, 2.22], [-1.70, 2.67, 1.17], [-3.05, 2.31, -0.92], [-4.51, 2.38, 0.10], [-4.21, 0.08, -0.31], [-3.57, 0.27, 1.33], [-2.46, 0.13, -0.03], [9.38, 1.64, -0.52], [8.13, 2.31, -0.81], [10.05, 1.14, -1.63], [10.17, 2.57, 0.40], [11.15, 1.80, 1.03], [10.57, 3.69, -0.17], [9.43, 2.99, 1.44], [7.04, 1.41, -1.32], [5.72, 2.28, -1.35], [5.93, 2.97, -2.17], [4.91, 1.68, -1.77], [5.49, 2.84, -0.45], [6.84, 0.63, -0.59], [7.34, 0.93, -2.25], [9.15, 0.72, 0.02], [-3.29, -2.30, 3.60], [-3.20, -1.58, 4.85], [-2.70, -3.55, 3.71], [-4.72, -2.15, 3.04], [-5.53, -2.96, 3.71], [-5.26, -0.93, 3.09], [-4.82, -2.44, 1.70], [-3.70, -2.17, 6.07], [-3.62, -1.17, 7.24], [-2.64, -0.91, 7.63], [-3.99, -0.20, 6.89], [-4.26, -1.57, 8.02], [-3.12, -3.04, 6.38], [-4.72, -2.51, 5.91], [-2.63, -1.63, 3.05], [0.15, 0.73, -1.08], [0.22, 1.13, 0.09], [-0.50, 1.39, -1.88], [0.87, -0.16, -1.56]],
  "lowdin_charge": [-0.077, -0.223, -0.249, -0.229, 1.094, -0.321, -0.258, -0.245, -0.102, -0.206, -0.249, -0.241, -0.074, -0.300, -0.218, -0.248, -0.087, 0.069, 0.054, 0.051, 0.080, 0.098, 0.105, 0.094, 0.066, 0.076, 0.087, 0.103, 0.104, 0.106, 0.106, 0.112, 0.078, 0.072, 0.076, 0.078, 0.087, 0.098, 0.077, 0.114, 0.094, 0.075, 0.059, 0.066, 0.065, 0.086, 0.100, 0.110, 0.102, 0.106, 0.071, 0.080, 0.062, -0.068, -0.207, -0.248, -0.277, 1.053, -0.185, -0.242, -0.284, -0.117, -0.230, -0.196, -0.241, -0.121, -0.278, -0.231, -0.286, -0.100, 0.074, 0.050, 0.064, 0.102, 0.073, 0.076, 0.107, 0.087, 0.093, 0.066, 0.081, 0.099, 0.113, 0.123, 0.092, 0.076, 0.082, 0.086, 0.086, 0.068, 0.076, 0.097, 0.110, 0.092, 0.071, 0.084, 0.062, 0.090, 0.114, 0.095, 0.104, 0.117, 0.108, 0.070, 0.082, 0.073, -0.097, -0.322, -0.243, -0.238, 1.095, -0.235, -0.259, -0.239, -0.083, -0.268, -0.236, -0.217, -0.100, -0.250, -0.255, -0.246, -0.087, 0.076, 0.079, 0.079, 0.120, 0.118, 0.108, 0.104, 0.091, 0.095, 0.098, 0.091, 0.095, 0.085, 0.116, 0.107, 0.061, 0.067, 0.080, 0.080, 0.088, 0.088, 0.113, 0.091, 0.089, 0.071, 0.067, 0.069, 0.070, 0.094, 0.097, 0.082, 0.075, 0.113, 0.063, 0.072, 0.071, -0.103, -0.242, -0.259, -0.256, 1.029, -0.221, -0.262, -0.246, -0.093, -0.270, -0.177, -0.248, -0.124, -0.252, -0.202, -0.223, -0.081, 0.070, 0.069, 0.070, 0.097, 0.119, 0.099, 0.097, 0.083, 0.086, 0.104, 0.095, 0.087, 0.100, 0.113, 0.106, 0.076, 0.074, 0.069, 0.084, 0.087, 0.107, 0.081, 0.110, 0.099, 0.076, 0.060, 0.083, 0.101, 0.093, 0.109, 0.067, 0.081, 0.105, 0.075, 0.058, 0.054, -0.512, -0.126, -0.263, -0.556, 0.078, 0.153, 0.098, -0.206, -0.085, 0.051, 0.044, 0.063, 0.082, 0.104, 0.116, -0.465, -0.142, -0.214, -0.553, 0.146, 0.148, 0.082, -0.245, -0.067, 0.055, 0.070, 0.077, 0.100, 0.110, 0.108, -0.618, -0.049, -0.057, -0.047],
  "relative_energy_kcal_mol": 0.0,
  "charge": 1,
  "e_homo_ha": -0.2169,
  "e_lumo_ev": -1.8,
  "gap_ev": 4.1189,
  "e_tot_ev": -146464.223
}